[1]
Molecular formula: C34H37NO10
Method: DFT, ωB97M-V with the def2-TZVPD basis set

Results
- DFT total energy (Eh) = -2124.76420
- LUMO energy (eV) = -1.7

Element x y z (Å)
1 C -0.0248 0.7907 1.0123
2 C 0.0591 0.0251 2.3439
3 C 0.3460 -1.4602 2.0029
4 C 1.8278 -1.8779 1.9937
5 C 2.6025 -1.4750 0.7361
6 C 2.1124 -2.2832 -0.4685
7 C 2.1797 -1.5313 -1.8099
8 C 1.1046 -2.0630 -2.7367
9 C 0.9443 -1.2398 -3.9852
10 N 0.4737 0.1182 -3.6478
11 O 1.2988 -3.4443 -3.0774
12 C 0.4284 -4.2864 -2.4672
13 O -0.6114 -4.5557 -2.8908
14 H 0.0195 1.8643 1.1384
15 H -0.9196 0.5112 0.4872
16 H 0.7935 0.4704 0.3772
17 H -0.9345 0.0625 2.7822
18 H 0.7454 0.4600 3.0588
19 H -0.1451 -2.0597 2.7663
20 H -0.1716 -1.6759 1.0725
21 H 2.3235 -1.5468 2.8958
22 H 1.8557 -2.9673 2.0403
23 H 2.6161 -0.4083 0.5581
24 H 3.6341 -1.7620 0.9118
25 H 1.0777 -2.5759 -0.3070
26 H 2.6854 -3.1981 -0.5510
27 H 2.1008 -0.4606 -1.6990
28 H 3.1219 -1.7842 -2.2901
29 H 0.1613 -1.9720 -2.1912
30 H 0.1779 -1.7292 -4.5886
31 H 1.8389 -1.2116 -4.6006
32 H -0.3008 0.0019 -2.9994
33 H 0.0439 0.5294 -4.4669
34 H 0.8199 -4.7268 -1.5435
35 O -1.6147 2.1237 -1.1631
36 C -2.2047 3.1845 -1.1819
37 C -2.6231 3.8512 0.0766
38 C -3.2744 5.0108 0.0587
39 C -3.6087 5.6880 -1.2203
40 O -4.2017 6.7455 -1.2333
41 C -3.1898 5.0204 -2.4759
42 C -2.5391 3.8610 -2.4575
43 H -2.3703 3.3433 0.9995
44 H -3.5892 5.5131 0.9648
45 H -3.4448 5.5271 -3.3976
46 H -2.2269 3.3578 -3.3632
47 O -5.4152 2.4708 -2.7924
48 C -5.9820 2.0503 -1.8048
49 C -7.4626 2.0110 -1.7242
50 C -8.0824 1.5518 -0.6403
51 C -7.3197 1.0577 0.5341
52 O -7.8848 0.6381 1.5205
53 C -5.8379 1.0977 0.4524
54 C -5.2195 1.5571 -0.6318
55 H -8.0011 2.3745 -2.5902
56 H -9.1614 1.5152 -0.5613
57 H -5.2982 0.7344 1.3180
58 H -4.1415 1.5908 -0.7100
59 O -0.2772 -5.2291 8.0628
60 C 0.1436 -4.2943 7.4160
61 C 0.8719 -4.5048 6.1398
62 C 1.3352 -3.4782 5.4318
63 C 1.1423 -2.0788 5.8867
64 O 1.5629 -1.1441 5.2387
65 C 0.4140 -1.8676 7.1623
66 C -0.0492 -2.8940 7.8704
67 H 1.0016 -5.5323 5.8246
68 H 1.8690 -3.6103 4.4989
69 H 0.2840 -0.8399 7.4770
70 H -0.5832 -2.7614 8.8027
71 O 7.2757 2.2552 -5.2135
72 C 6.7175 1.7497 -4.2634
73 C 5.2369 1.7227 -4.1627
74 C 4.6253 1.1696 -3.1187
75 C 5.3994 0.5545 -2.0107
76 O 4.8388 0.0487 -1.0618
77 C 6.8797 0.5804 -2.1107
78 C 7.4903 1.1338 -3.1549
79 H 4.6913 2.1755 -4.9808
80 H 3.5454 1.1403 -3.0273
81 H 7.4251 0.1271 -1.2927
82 H 8.5685 1.1630 -3.2477

Forces on atoms 1 to 3 (eV/Å):
0.638 -0.278 0.708
-0.479 -0.513 -1.239
0.298 0.482 1.338

Atomic partial charges in e from the Löwdin method, atoms 1 to 6:
1. C -0.110
2. C -0.229
3. C -0.206
4. C -0.207
5. C -0.202
6. C -0.182

---

[2]
Molecular formula: C20H35N4O10
Method: DFT, ωB97M-V with the def2-TZVPD basis set

Results
- DFT total energy (Eh) = -1754.29340
- relative energy (zero: lowest compared OMol25 entry of this formula, charge and spin) (kJ/mol) = 0.00
- charge = -3
- LUMO energy (eV) = 5.5

Element x y z (Å)
1 N -1.9018 3.4818 0.4789
2 H -0.9205 3.4384 0.1293
3 H -2.2686 2.5464 0.7738
4 H -2.4077 3.8256 -0.3326
5 H -2.0145 4.0922 1.2800
6 N 2.8149 -0.7987 2.1209
7 H 2.8335 -0.9525 1.0852
8 H 3.1999 -1.5493 2.6736
9 H 1.7900 -0.6465 2.2663
10 H 3.3153 0.0709 2.3361
11 N 0.2366 -0.3158 -0.3610
12 H -0.5410 -0.8341 -0.7986
13 H 0.1180 -0.2905 0.6736
14 H 0.3434 0.6528 -0.6684
15 H 1.1508 -0.8184 -0.5305
16 C 2.1208 2.7142 1.5018
17 C 3.3242 3.1580 2.0517
18 C 4.2280 4.1790 1.3910
19 O 5.3928 4.4424 1.7892
20 C 3.7525 4.8338 0.2581
21 C 2.5205 4.4856 -0.3780
22 C 1.6249 3.3731 0.2930
23 O 0.5774 3.0123 -0.2880
24 O 2.1538 4.9941 -1.4574
25 O 3.6818 2.5326 3.1021
26 H 1.5361 1.8977 1.8960
27 H 4.3222 5.6402 -0.1806
28 C -3.0546 1.0745 3.2509
29 C -1.9645 0.6592 2.4031
30 C -0.7318 -0.0517 3.0611
31 O 0.2804 -0.2262 2.3132
32 C -0.8499 -0.5133 4.3888
33 C -1.9245 -0.1125 5.1723
34 C -3.0269 0.7523 4.6074
35 O -3.9446 1.2248 5.3262
36 O -2.0093 -0.5950 6.3312
37 O -1.8525 1.0073 1.2158
38 H -3.9321 1.5764 2.8674
39 H -0.1695 -1.3130 4.6451
40 O 3.8397 -0.7388 -3.6464
41 C 2.7630 -1.4593 -3.1588
42 C 2.7343 -2.2113 -1.7822
43 O 2.6858 -1.5616 -0.4956
44 H 2.5773 -2.2017 -3.9657
45 H 1.8674 -0.8068 -3.2081
46 H 3.6099 -2.8760 -1.7671
47 H 1.8789 -2.8974 -1.8929
48 C -0.9005 -0.9591 -4.0016
49 C -1.2367 -2.2275 -3.2147
50 N -1.5812 -1.9305 -1.8386
51 C -1.6345 -3.1454 -1.0166
52 C -0.2345 -3.6534 -0.7622
53 C -2.6829 -0.9648 -1.5984
54 C -3.9990 -1.4834 -2.1404
55 H -0.2698 -0.3351 -3.3646
56 H -1.7629 -0.3009 -4.1509
57 H -0.4359 -1.0909 -4.9758
58 H -2.0855 -2.7022 -3.7314
59 H -0.3930 -2.9117 -3.1991
60 H -2.1502 -3.0867 -0.0536
61 H -2.2963 -3.8978 -1.4785
62 H -0.3151 -4.6330 -0.2781
63 H 0.4223 -3.8428 -1.6055
64 H 0.2400 -2.9543 -0.0762
65 H -2.4260 0.0173 -1.9899
66 H -2.9010 -0.9395 -0.5300
67 H -4.0471 -1.5813 -3.2271
68 H -4.7964 -0.8134 -1.8056
69 H -4.2736 -2.4587 -1.7323

Forces on atoms 1 to 3 (eV/Å):
-1.325 0.696 -0.355
1.687 -0.730 0.287
0.703 -0.835 -0.064

Atomic partial charges in e from the natural (NBO) method, atoms 1 to 6:
1. N -0.910
2. H 0.485
3. H 0.467
4. H 0.392
5. H 0.410
6. N -0.935

---

[3]
Molecular formula: C24H23AlCl2NO5S
Method: DFT, ωB97M-V with the def2-TZVPD basis set

Results
- DFT total energy (Eh) = -2920.31616
- relative energy (zero: lowest compared OMol25 entry of this formula, charge and spin) (kJ/mol) = 0.00
- charge = +1
- LUMO energy (eV) = -3.9

Element x y z (Å)
1 Al -0.6208 -0.4079 -0.4253
2 Cl 2.9316 1.1746 -0.7312
3 C 3.0137 -0.3503 0.1194
4 C 3.9549 -0.4424 1.1298
5 C 4.0833 -1.6317 1.8247
6 C 3.2755 -2.7081 1.5049
7 C 2.3360 -2.5930 0.4926
8 Cl 1.3781 -3.9875 0.1380
9 C 2.1675 -1.4073 -0.2365
10 S 1.0204 -1.2966 -1.5998
11 H 4.5828 0.4080 1.3537
12 H 4.8222 -1.7223 2.6090
13 H 3.3721 -3.6500 2.0261
14 C -1.1015 3.5901 -0.1696
15 C -0.8926 2.2992 -0.9200
16 C -0.1434 2.4961 -2.2283
17 O -0.1150 1.3614 -0.0456
18 C -2.2046 1.5423 -1.2104
19 O -3.2171 2.1321 -1.4607
20 O -2.0732 0.2240 -1.1892
21 H -0.1547 4.1208 -0.0606
22 H -1.5219 3.4012 0.8142
23 H -1.7930 4.2133 -0.7339
24 H 0.7927 3.0295 -2.0557
25 H -0.7610 3.1006 -2.8916
26 H 0.0727 1.5468 -2.7196
27 H 0.8438 1.5346 -0.1424
28 C -4.8077 -1.4549 1.0869
29 O -3.8014 -1.3836 2.1009
30 C -3.3005 -0.1762 2.4080
31 C -3.7857 1.0302 1.9078
32 C -3.2660 2.2303 2.3601
33 C -2.2372 2.2592 3.2933
34 C -1.7278 1.0664 3.7685
35 C -2.2415 -0.1445 3.3223
36 N -1.7386 -1.3242 3.9470
37 C -1.5517 -2.5608 3.5592
38 C -1.6540 -3.1937 2.2982
39 C -1.9395 -4.5791 2.3376
40 C -2.2407 -5.2717 1.1957
41 C -2.2427 -4.5867 -0.0268
42 C -1.8980 -3.2562 -0.1021
43 C -1.5476 -2.5429 1.0498
44 O -1.0817 -1.3057 1.0021
45 H -5.0162 -2.5123 0.9566
46 H -4.4403 -1.0299 0.1506
47 H -5.7137 -0.9378 1.4041
48 H -4.5816 1.0366 1.1777
49 H -3.6813 3.1536 1.9777
50 H -1.8368 3.1990 3.6473
51 H -0.9240 1.0652 4.4958
52 H -1.5397 -1.1727 4.9274
53 H -1.3142 -3.2194 4.3893
54 H -1.9586 -5.0798 3.2984
55 H -2.4815 -6.3240 1.2363
56 H -2.4930 -5.1169 -0.9369
57 H -1.8623 -2.7621 -1.0669

Forces on atoms 1 to 3 (eV/Å):
-0.009 0.016 -0.052
0.019 0.006 -0.003
-0.014 0.004 -0.013

Atomic partial charges in e from the natural (NBO) method, atoms 1 to 6:
1. Al 1.918
2. Cl 0.018
3. C -0.078
4. C -0.226
5. C -0.180
6. C -0.210

---

[4]
Molecular formula: H2ORb
Method: DFT, ωB97M-V with the def2-TZVPD basis set

Results
- DFT total energy (Eh) = -100.31566
- relative energy (zero: lowest compared OMol25 entry of this formula, charge and spin) (kJ/mol) = 38.32
- charge = +1
- LUMO energy (eV) = -4.4

Element x y z (Å)
1 Rb -1.6853 -1.3428 -0.3369
2 O 0.7252 0.1589 -0.0958
3 H 0.5842 1.0786 -0.3688
4 H 0.3759 0.1052 0.8015

Forces on atoms 1 to 3 (eV/Å):
-0.173 -0.255 -0.241
-0.696 -0.010 -0.105
0.289 -0.136 0.120

The net atomic charges from natural (NBO), expressed in e, are:
1. Rb 0.997
2. O -0.954
3. H 0.495
4. H 0.462

---

[5]
Molecular formula: C6H5O2S2
Method: DFT, ωB97M-V with the def2-TZVPD basis set

Results
- DFT total energy (Eh) = -1178.40056
- relative energy (zero: lowest compared OMol25 entry of this formula, charge and spin) (kJ/mol) = 184.64
- charge = -1
- LUMO energy (eV) = 3.3

Element x y z (Å)
1 C -2.4037 2.3005 -1.1312
2 C -3.5672 2.6869 -1.2517
3 C -5.8403 3.0005 -1.1761
4 C -1.0456 1.9730 -0.9569
5 C -0.1906 1.1155 1.6570
6 C 0.1925 0.4564 0.3060
7 O -0.0564 2.7544 -1.0392
8 O -0.8862 0.6137 -0.5835
9 S -6.1343 3.2212 0.3394
10 S -6.3833 2.7123 -2.6604
11 H -1.1456 0.7571 2.0491
12 H 0.6159 0.7903 2.4021
13 H -0.3916 2.1538 1.3144
14 H 0.5605 -0.5643 0.4818
15 H 1.0256 1.0045 -0.0092

Forces on atoms 1 to 3 (eV/Å):
-0.285 0.259 -0.332
-0.179 -0.066 0.002
0.142 -0.816 -1.560

Atomic partial charges in e from the natural (NBO) method, atoms 1 to 6:
1. C -0.484
2. C -0.052
3. C -0.324
4. C 0.731
5. C -0.646
6. C -0.073

---

[6]
Molecular formula: C43H51B2N2O17
Method: DFT, ωB97M-V with the def2-TZVPD basis set

Results
- DFT total energy (Eh) = -3107.37622
- charge = -1
- LUMO energy (eV) = -0.6

Element x y z (Å)
1 C 2.9508 2.1577 0.2159
2 C 3.4812 1.8996 -1.1985
3 O 2.4538 1.5426 -2.0835
4 C 2.5091 0.1952 -2.5636
5 C 1.8129 -0.7912 -1.6339
6 C 0.3443 -1.0211 -2.0163
7 O -0.3053 0.2409 -1.8517
8 C -0.8124 0.8560 -3.0082
9 C -0.9057 2.3516 -2.7605
10 N -1.5123 2.6931 -1.4637
11 C -2.9732 2.8974 -1.5601
12 C -3.7441 2.4349 -0.2881
13 C -2.8369 2.1315 0.8663
14 O -4.4914 1.2472 -0.5646
15 O 0.2966 -1.5487 -3.2892
16 B 0.5007 -3.0371 -3.1912
17 O 0.1716 -3.3093 -1.7372
18 C -0.3893 -2.1374 -1.2162
19 C -0.4929 -2.0508 0.3158
20 C 0.7436 -1.7491 1.1588
21 N 1.9095 -2.6119 0.8710
22 B -1.9203 -2.1313 -1.7078
23 O -2.7022 -0.9999 -1.5928
24 O -2.5517 -3.2657 -2.2054
25 H 1.8835 2.3232 0.1752
26 H 3.4637 2.9762 0.7095
27 H 3.1050 1.2613 0.8059
28 H 4.2657 1.1483 -1.1315
29 H 3.9478 2.8106 -1.5752
30 H 2.0431 0.1557 -3.5414
31 H 3.5396 -0.1119 -2.7070
32 H 1.8501 -0.3325 -0.6534
33 H 2.3862 -1.7061 -1.5653
34 H -1.8228 0.4928 -3.1968
35 H -0.1799 0.7272 -3.8787
36 H 0.0894 2.7760 -2.8192
37 H -1.4701 2.7755 -3.5989
38 H -1.1341 3.6055 -1.2413
39 H -3.3587 2.3262 -2.3919
40 H -3.1765 3.9600 -1.6981
41 H -4.4415 3.2166 0.0098
42 H -2.2012 1.2886 0.6401
43 H -2.2175 2.9773 1.1296
44 H -3.4580 1.8357 1.7081
45 H -5.3752 1.5090 -0.8591
46 H -0.2612 -3.6825 -3.9019
47 H 1.6731 -3.3387 -3.3994
48 H -1.2755 -1.3442 0.5673
49 H -0.8590 -3.0237 0.6457
50 H 0.4510 -1.9035 2.1993
51 H 0.9769 -0.6944 1.0884
52 H 2.0389 -3.2242 1.6683
53 H 2.7387 -2.0268 0.8685
54 H -3.6206 -1.2276 -1.8062
55 H -2.9930 -3.0042 -3.0324
56 C 4.7264 4.9252 5.1955
57 C 3.8676 3.9779 4.8294
58 C 4.3141 2.7925 4.0519
59 O 3.5310 1.9335 3.7178
60 C 5.7537 2.7068 3.7007
61 C 6.6128 3.6545 4.0680
62 C 6.1631 4.8345 4.8428
63 O 6.9478 5.7033 5.1786
64 H 4.4234 5.7978 5.7604
65 H 2.8141 4.0218 5.0742
66 H 6.0578 1.8368 3.1327
67 H 7.6607 3.6116 3.8198
68 C 3.5583 -4.9582 -2.3232
69 C 3.7632 -6.2741 -2.3775
70 C 4.9726 -6.8416 -3.0121
71 O 5.1662 -8.0417 -3.0640
72 C 5.9588 -5.8908 -3.5876
73 C 5.7614 -4.5769 -3.5374
74 C 4.5446 -4.0079 -2.9003
75 O 4.3589 -2.8151 -2.8456
76 H 2.6778 -4.5161 -1.8691
77 H 3.0593 -6.9853 -1.9653
78 H 6.8370 -6.3295 -4.0452
79 H 6.4660 -3.8661 -3.9514
80 C 10.3509 7.0537 3.7027
81 C 9.4922 6.1062 3.3341
82 C 9.9442 4.9268 2.5565
83 O 9.1633 4.0593 2.2194
84 C 11.3828 4.8403 2.2041
85 C 12.2387 5.7889 2.5730
86 C 11.7895 6.9702 3.3531
87 O 12.5735 7.8324 3.6894
88 H 10.0446 7.9225 4.2711
89 H 8.4438 6.1480 3.5831
90 H 11.6879 3.9702 1.6366
91 H 13.2922 5.7480 2.3273
92 C -7.9431 -3.1535 -0.8144
93 C -8.0162 -3.6852 0.4024
94 C -7.1635 -3.1885 1.5109
95 O -7.2357 -3.6745 2.6213
96 C -6.2273 -2.0780 1.2124
97 C -6.1529 -1.5441 -0.0041
98 C -7.0062 -2.0408 -1.1107
99 O -6.9457 -1.5516 -2.2202
100 H -8.5571 -3.5002 -1.6346
101 H -8.6937 -4.4951 0.6400
102 H -5.6132 -1.7316 2.0338
103 H -5.4731 -0.7326 -0.2395
104 C -12.6070 -3.8233 0.9309
105 C -13.5153 -3.1546 1.6358
106 C -13.7727 -1.7137 1.3893
107 O -14.6001 -1.1041 2.0322
108 C -12.9790 -1.0476 0.3269
109 C -12.0708 -1.7163 -0.3784
110 C -11.8153 -3.1568 -0.1323
111 O -10.9881 -3.7653 -0.7760
112 H -12.4021 -4.8736 1.0947
113 H -14.1043 -3.6208 2.4150
114 H -13.1821 0.0031 0.1642
115 H -11.4798 -1.2500 -1.1566

Forces on atoms 1 to 3 (eV/Å):
0.175 -0.611 -0.217
-0.126 0.544 0.407
0.196 -0.161 -0.460

Atomic partial charges in e from the Löwdin method, atoms 1 to 6:
1. C -0.069
2. C -0.284
3. O -0.150
4. C -0.157
5. C -0.047
6. C -0.447